[1]
ORCA calculation (ωB97M-V/def2-TZVPD) on 2 unconnected molecules or ions with the total composition C2H5NO3S in a non-equilibrium geometry.

The geometry in XYZ format:
```
12
Properties=species:S:1:pos:R:3:forces:R:3
O 0.56455 0.19606 -2.04530 0.0661 -0.3083 0.2740
C 0.50669 -0.50357 -1.06170 0.6888 1.5946 0.4838
O 0.01352 -1.68841 -0.97898 -1.0630 -1.6759 0.8527
C 1.13571 0.00662 0.26343 0.8211 0.6280 0.4227
O 1.58472 1.28020 0.22413 -1.3592 -1.1184 -1.0350
S 1.23624 -0.94316 1.58877 0.4464 0.2735 -0.2570
H -0.15820 -1.91366 0.00175 0.7675 0.4350 -1.6434
H 1.22608 1.64859 -0.63480 0.7099 -0.4321 0.5911
N -1.38511 0.35315 0.44426 -4.1583 -3.2808 -0.4427
H -2.37463 -0.01754 0.72451 2.1967 1.1234 -1.1004
H -1.43813 1.27870 0.20077 -0.5955 2.7802 -0.7611
H -0.91143 0.30301 1.27316 1.4795 -0.0193 2.6154
```
Forces are in eV/Å.

Computed properties:
gap between HOMO and LUMO = 8.799 eV
LUMO level = -0.76 eV
max |F| = 0.103 Eh/bohr
E = -20622.3431 eV
total charge = 0
E_HOMO = -0.351 Eh
SMILES = O=C(O)C(O)=S.N

***

[2]
ORCA calculation (ωB97M-V/def2-TZVPD) on 2 unconnected molecules or ions with the total composition C5H14N3O in a non-equilibrium geometry.

The geometry in XYZ format:
```
23
Properties=species:S:1:pos:R:3:forces:R:3
C 0.66199 1.53655 -0.58856 0.9355 -1.4576 -0.6773
C 0.06132 2.21671 0.58106 0.4804 -0.4290 2.7994
C 0.99209 -0.94958 -0.64599 1.1823 -6.0583 -0.9574
C -3.06628 -1.10941 0.90388 -0.3258 -0.5658 -0.0973
C 3.14816 -2.20037 -0.46026 -2.6639 -0.4575 0.5967
N 0.22520 0.07515 -0.55920 -2.7313 6.5122 0.7094
N -2.48403 -1.07676 -0.19697 0.0807 -0.2956 -1.5298
N -1.37015 2.11569 0.47148 -0.3745 0.2072 3.3496
O 2.29135 -0.96571 -0.39023 1.8883 0.0536 1.0934
H 0.22503 1.98973 -1.45340 -0.1809 0.1758 -0.9494
H 1.76551 1.74827 -0.63120 -1.0226 -1.0031 0.0977
H 0.35640 1.64586 1.48506 -0.1739 0.0873 -0.3373
H 0.49073 3.22335 0.84805 -0.5744 -0.4615 -0.9887
H 0.41997 -1.87553 -0.53218 0.4156 -0.2138 -0.2341
H -3.97766 -1.66773 0.96788 -0.7490 -0.3063 0.3304
H 2.57666 -3.15927 -0.19131 0.4433 1.5540 -0.6746
H 3.95327 -2.15185 0.24306 0.1946 0.7490 0.5544
H 3.55447 -2.21614 -1.43878 0.1691 -0.2570 -0.9859
H -2.57222 -0.74312 1.73929 0.4959 0.8619 1.7400
H -0.83682 -0.05142 -0.40028 2.3518 0.1984 -0.4500
H -2.90401 -1.53915 -1.01668 0.6050 0.5432 -0.1071
H -1.69179 2.79757 -0.14017 -1.0127 1.3089 -1.7515
H -1.81917 2.35716 1.40547 0.5665 -0.7460 -1.5307
```
Forces are in eV/Å.

Computed properties:
spin multiplicity = 3
gap between HOMO and LUMO (alpha / beta) = 3.496 / 4.248 eV
LUMO level (alpha / beta) = -4.22 / -8.90 eV
max |F| = 0.138 Eh/bohr
E = -11915.6208 eV
total charge = +1
E_HOMO (alpha / beta) = -0.283 / -0.483 Eh

***

[3]
ORCA calculation (ωB97M-V/def2-TZVPD) on 12 unconnected molecules or ions with the total composition H24O12 in a non-equilibrium geometry.

The geometry in XYZ format:
```
36
Properties=species:S:1:pos:R:3:forces:R:3
O -2.26593 -1.06583 -0.69629 0.1648 -0.1200 -0.5618
H -2.89549 -1.36449 -0.06988 -0.8668 -0.2247 1.4103
H -2.32115 -1.80015 -1.29810 0.5342 -0.4367 -0.9115
O 1.20078 0.34390 -2.50041 -0.4663 1.5438 0.7112
H 0.51643 0.54387 -3.12965 -0.4584 0.2655 -0.5000
H 1.49866 -0.48639 -2.78268 0.9832 -2.0277 -0.6091
O 2.11355 2.59695 0.16615 0.9571 0.9241 -2.2278
H 1.78827 3.03747 -0.68307 0.0891 -0.9508 2.1463
H 1.38115 2.38686 0.72710 -0.9187 -0.0472 0.4763
O -2.14495 -2.80887 1.89916 -2.1874 -2.4420 -0.3631
H -3.12550 -2.76866 1.82446 0.6920 -1.0563 0.2283
H -2.03531 -1.90017 1.92333 1.5266 3.0819 0.1596
O 1.80607 0.23128 2.42018 0.4413 0.0689 1.2034
H 1.20428 0.17781 1.67070 0.3425 -0.4676 -0.2682
H 2.33448 -0.57673 2.53080 -0.5649 0.4453 -0.6195
O -0.68628 2.13614 1.52610 0.7286 1.4134 -1.4050
H -0.83311 2.08368 0.55397 0.1401 0.1600 0.9712
H -1.21761 1.44441 1.87833 -0.3328 -0.7705 0.4398
O 0.47041 -0.36812 0.13583 -0.6043 -0.8206 -0.0080
H 0.61002 -0.06874 -0.77219 0.1017 0.3110 0.0217
H -0.46386 -0.63492 0.19955 0.5931 0.0746 -0.0645
O 0.64502 3.17777 -2.15705 -0.9916 1.3017 0.3461
H 1.28284 2.76065 -2.69482 1.1971 -0.8128 -0.9616
H -0.05585 2.54177 -2.02965 -0.1256 -0.1281 0.4747
O 1.08522 -3.45406 0.20038 0.5896 -0.0460 -2.2683
H 0.81588 -3.57790 1.07549 -0.6617 -0.2937 2.1040
H 1.03324 -2.50883 0.05081 0.0161 0.4932 0.1943
O -2.15423 -0.03471 1.97805 -0.4135 -0.7701 1.0293
H -2.44044 -0.20077 2.90417 0.1955 0.3818 -0.7336
H -2.94403 0.16830 1.47472 -0.3965 0.3741 0.1184
O 3.73505 -1.29105 -0.56273 0.8325 -0.1816 0.7726
H 3.88735 -0.38578 -0.81261 0.0062 0.6699 -0.0081
H 3.07280 -1.61384 -1.14526 -0.8138 -0.4952 -0.6425
O -1.62809 1.44012 -1.05763 0.3319 0.8183 -1.7753
H -1.49705 1.28342 -2.02411 -0.5231 0.1888 1.1635
H -1.77264 0.55561 -0.72313 -0.1377 -0.4247 -0.0433
```
Forces are in eV/Å.

Computed properties:
gap between HOMO and LUMO = 8.757 eV
LUMO level = -0.94 eV
max |F| = 0.067 Eh/bohr
E = -24958.8076 eV
total charge = 0
E_HOMO = -0.356 Eh
SMILES = O.O.O.O.O.O.O.O.O.O.O.O

***

[4]
ORCA calculation (ωB97M-V/def2-TZVPD) on C10H11N in the gas phase in a non-equilibrium geometry.

The geometry in XYZ format:
```
22
Properties=species:S:1:pos:R:3:forces:R:3
C 1.14539 0.51048 1.33706 -1.0719 -0.0055 -0.7756
C 0.51412 0.39397 -0.05581 -2.4061 -0.7100 0.5488
C -0.06765 1.73204 -0.43798 -2.4997 -4.0317 2.6207
C -1.25670 2.09251 0.02323 0.5282 -1.1174 0.3468
C -2.12914 1.18735 0.69960 2.3415 -0.8230 -1.0007
C -1.89878 -0.13342 0.66224 -1.6973 0.5741 0.8672
N -0.78886 -0.67803 0.21270 3.9520 1.2861 -2.0518
C -0.67964 -1.92672 -0.29547 2.8398 -0.9770 -0.3649
C 0.39052 -2.38522 -1.05375 -2.2347 3.3053 1.2014
C 1.24672 -1.40749 -1.63620 0.8380 1.1848 1.0090
C 1.32694 -0.12498 -1.17525 -0.0835 -2.2084 -0.9196
H 0.81863 -0.33346 1.89551 -0.0478 -0.8109 0.6700
H 0.70604 1.40031 1.78669 0.5858 0.0286 0.2627
H 2.20380 0.47641 1.26168 1.0007 0.4078 0.1327
H 0.56475 2.26544 -0.94830 3.0972 3.3964 -2.8556
H -1.53956 3.07123 -0.09508 -0.9423 2.2171 -0.4556
H -2.98572 1.48253 1.13799 -2.7517 1.1982 1.2241
H -2.68384 -0.79058 0.99254 -0.1238 -0.4854 0.0763
H -1.27409 -2.66745 0.14504 -1.5650 -0.7802 0.3045
H 0.30593 -3.31684 -1.46588 0.0751 -2.4063 -0.6095
H 1.93880 -1.73311 -2.39280 0.0299 0.1053 -0.4158
H 1.98403 0.51455 -1.73308 0.1355 0.6521 0.1848
```
Forces are in eV/Å.

Computed properties:
gap between HOMO and LUMO = 8.132 eV
LUMO level = 0.93 eV
max |F| = 0.105 Eh/bohr
E = -12035.3889 eV
total charge = 0
E_HOMO = -0.265 Eh
SMILES = CC12C=CC=CN1C=CC=C2

***

Which formula does entry 3 have? H24O12

***

Among the records above, which one has the lowest max |F|? H24O12

***

What is the formula in the first record? C2H5NO3S

***

What is the formula in the fourth record? C10H11N